113
Properties=species:S:1:pos:R:3 method="wB97M-V/def2-TZVPD" e_lumo_ha=-0.028 energy_ha=-10704.67978 e_homo_ev=-8.71 charge=0 homo_lumo_gap_ev=7.9493
C 3.19463 -3.31740 3.55279
C 1.91848 -3.10163 2.57151
O 2.09381 -2.13587 1.55333
C 1.55050 -0.80117 1.85474
O 1.55204 -0.56638 3.24344
C 0.04000 -0.96856 1.26555
C -1.04649 -1.48865 2.30325
C -1.79866 -2.77223 1.65536
S -2.94508 -2.20703 0.28778
O -3.88440 -3.29244 -0.15326
O -3.79960 -1.04897 0.75046
O -2.10358 -1.65347 -1.04627
O 2.22453 0.06872 0.98415
C 2.86360 1.25255 1.36282
C 4.00356 1.21809 2.46248
C 4.89897 -0.06985 2.66592
O 4.79261 -1.18129 1.79708
C 1.80815 2.51556 1.59696
O 0.74632 2.20516 0.74983
C -0.00336 3.16617 0.04455
C -1.47523 2.69122 -0.42411
C -2.44455 3.97808 -0.47807
C -3.47689 4.04178 0.76406
C -3.37103 5.43058 1.58132
S -3.54340 5.23770 3.40942
O -2.48507 6.12302 4.03044
O -3.42963 3.82160 3.88796
O -5.01690 5.82978 3.98393
O 2.66709 3.62761 1.46775
N 2.30056 4.83407 1.01899
O 2.80618 5.17372 0.00547
C 1.16505 2.52895 3.09032
Br -0.72788 1.81224 3.13721
C 1.03885 4.00703 3.75091
C 2.41634 4.47235 4.46809
Br -0.27194 3.80555 5.27645
S 3.70916 1.65476 -0.30918
O 3.93227 0.38122 -1.11972
O 2.78648 2.42423 -1.24445
C 5.28489 2.57878 -0.33299
F 5.35659 3.16072 -1.63749
F 5.39617 3.73477 0.49222
C 6.67233 1.79706 -0.19988
F 7.38821 1.85881 -1.42948
F 6.59336 0.43810 0.09106
C 7.70676 2.43517 0.86144
F 7.25296 2.44147 2.17391
F 8.23031 3.66569 0.43487
F 8.82182 1.55681 0.84828
H 2.92476 -3.94182 4.47230
H 3.69677 -2.34964 3.85680
H 3.99211 -3.92332 2.98835
H 1.00969 -3.03925 3.23961
H 1.82380 -4.12169 2.04178
H 2.43053 -0.66814 3.65956
H -0.36042 -0.01817 0.80013
H 0.06036 -1.73150 0.40673
H -1.87046 -0.69088 2.37798
H -0.70042 -1.71687 3.35145
H -1.06283 -3.49004 1.14940
H -2.38639 -3.37244 2.41565
H -1.72201 -2.40705 -1.55845
H 4.72342 2.09800 2.26402
H 3.65089 1.48960 3.52629
H 4.76550 -0.48050 3.73589
H 6.00550 0.25833 2.65441
H 4.53070 -0.97783 0.87891
H -0.17505 4.09543 0.70853
H 0.50376 3.58072 -0.90156
H -1.88691 2.00794 0.38266
H -1.43441 2.20036 -1.45836
H -1.82235 4.94241 -0.47020
H -3.06317 3.88588 -1.43350
H -3.43657 3.12344 1.43184
H -4.53237 4.04779 0.29506
H -4.15073 6.19677 1.23838
H -2.35208 5.88783 1.38012
H -4.88983 5.82231 4.95963
H 1.67490 1.89786 3.86621
H 0.60682 4.79053 3.05800
H 3.20793 3.64685 4.38100
H 2.80774 5.35477 3.86890
H 2.25565 4.78001 5.55409
C -2.20409 -6.59954 -4.12290
S -2.67833 -5.44878 -2.81661
O -1.92093 -5.83173 -1.58552
C -4.36336 -6.06539 -2.62970
H -1.15959 -6.42119 -4.37876
H -2.32136 -7.62735 -3.77393
H -2.82573 -6.42801 -5.00321
H -4.34479 -7.12649 -2.37526
H -4.91209 -5.91104 -3.56039
H -4.84715 -5.50732 -1.82729
C -7.36939 1.13615 -1.98692
S -5.82331 1.43249 -1.10390
O -5.71196 2.90812 -0.87974
C -4.73960 1.01167 -2.48399
H -8.19879 1.37434 -1.32045
H -7.42075 1.77291 -2.87196
H -7.42746 0.08551 -2.27560
H -4.95689 1.65606 -3.33792
H -4.88667 -0.03493 -2.75513
H -3.70619 1.16140 -2.16915
C -1.06939 -8.00685 -8.36962
S -0.72220 -6.58841 -7.30855
O -1.93150 -5.71127 -7.32345
C 0.50407 -5.83888 -8.40045
H -1.84802 -8.60790 -7.89906
H -1.41572 -7.66475 -9.34633
H -0.16563 -8.60827 -8.48058
H 0.05840 -5.63417 -9.37522
H 1.35435 -6.51412 -8.50989
H 0.84040 -4.90401 -7.95143

95
Properties=species:S:1:pos:R:3 method="wB97M-V/def2-TZVPD" s2=0.760 multiplicity=2 e_lumo_ha="0.083 / 0.028" energy_ha=-7493.85295 e_homo_ev="-5.01 / -5.01" charge=-1 homo_lumo_gap_ev="7.2676 / 5.7749"
K -0.22450 0.30530 0.10510
N -3.64970 -0.28140 1.25510
C -4.15790 -1.63040 1.18920
C -3.19130 -2.63980 0.52390
O -3.09110 -3.78530 0.95690
N -2.60770 -2.08720 -0.54240
C -1.90220 -2.88470 -1.41790
C -0.33670 -2.37730 -1.53650
O 0.43140 -3.31370 -1.64200
O -0.19140 -1.16660 -1.52600
H -2.86250 -0.22480 1.89580
H -3.28020 -0.02780 0.34380
H -5.08290 -1.62810 0.59910
H -4.39220 -1.99060 2.19400
H -2.21540 -2.72240 -2.45240
H -1.88260 -3.95270 -1.16820
C -1.86780 4.33130 2.08850
C -1.69220 3.36840 0.90590
C -0.72650 4.00610 -0.10480
C -3.06480 3.15900 0.25110
O -1.22260 2.12440 1.30030
Ge -0.12940 1.84140 2.84320
O 1.50280 1.97780 1.72990
C 2.73880 2.47340 2.09160
C 2.90130 2.63720 3.61120
C 2.97660 3.85700 1.44840
C 3.83790 1.51630 1.59210
O -0.49330 -0.01920 2.51720
C -0.16290 -1.01740 3.42480
C 1.35390 -1.21620 3.48920
C -0.68330 -0.68710 4.83620
C -0.80640 -2.32590 2.94760
H -2.36360 5.24860 1.77920
H -0.89690 4.57560 2.51120
H -2.46140 3.84620 2.85850
H -1.04670 5.01220 -0.37610
H -0.67530 3.38110 -0.99400
H 0.26600 4.04410 0.33400
H -3.49810 4.11150 -0.04230
H -3.73070 2.65550 0.94760
H -2.94950 2.52660 -0.62530
H 2.17910 3.35960 3.98220
H 3.90400 2.97770 3.85950
H 2.72050 1.68910 4.11040
H 2.22930 4.56060 1.81110
H 2.89250 3.78280 0.36590
H 3.96840 4.23180 1.69790
H 3.64900 0.51740 1.97820
H 4.82080 1.85590 1.91760
H 3.81620 1.48160 0.50540
H 1.81720 -0.29090 3.82090
H 1.72620 -1.44820 2.49640
H 1.61300 -2.01580 4.18160
H -0.04110 0.05540 5.30960
H -0.71250 -1.57660 5.46250
H -1.68790 -0.27530 4.75990
H -0.55980 -2.48520 1.90150
H -1.88830 -2.27200 3.03320
H -0.45080 -3.17130 3.53520
Br 5.54030 -5.18330 -1.11260
C 4.27120 -3.86170 -0.56580
C 4.50220 -2.53100 -0.86000
C 3.55410 -1.61820 -0.41980
N 2.47970 -1.95200 0.26620
C 2.26570 -3.22950 0.50940
C 3.13340 -4.24070 0.11650
H 5.37950 -2.21640 -1.40390
H 3.66950 -0.56770 -0.63000
H 1.36560 -3.46810 1.05280
H 2.92320 -5.27570 0.33640
C 0.01560 3.58790 -5.12520
C -1.24600 3.45020 -4.27750
O -1.65430 2.11900 -4.12460
P -0.97800 1.06020 -2.98390
O 0.23480 0.43380 -3.83020
C 0.03920 -0.46470 -4.91110
C 1.30150 -0.47320 -5.76050
O -2.10980 -0.04240 -3.27280
C -3.37560 0.10970 -2.64480
C -4.47830 -0.08820 -3.67330
H 0.23880 4.64270 -5.27430
H -0.13350 3.11560 -6.09410
H 0.84920 3.09990 -4.62540
H -2.08400 3.96270 -4.77140
H -1.07760 3.92000 -3.29970
H -0.82810 -0.15850 -5.50800
H -0.14520 -1.46390 -4.50700
H 1.49390 0.52300 -6.14990
H 1.19150 -1.16470 -6.59150
H 2.14930 -0.78270 -5.15650
H -3.46990 1.11110 -2.21630
H -3.44050 -0.63170 -1.84370
H -4.47950 0.74180 -4.37540
H -5.44390 -0.14010 -3.17630
H -4.31610 -1.01080 -4.22350

91
Properties=species:S:1:pos:R:3 method="wB97M-V/def2-TZVPD" smiles="CCCCCCCCCC[C@H]1OC(=O)[C@@](CCCI)([PH2]=O)[C@@]1(O)CCCC.ClCCCl.ClCCCl.ClCCCl" e_lumo_ha=0.012 energy_ha=-4760.97870 e_homo_ev=-9.29 charge=0 homo_lumo_gap_ev=9.6270
C 0.14602 -8.46891 3.09823
C -0.24961 -7.93183 1.61981
C -1.62266 -7.07668 1.61710
C -1.57836 -6.15594 0.29798
C -2.74008 -5.02629 0.31605
C -2.08376 -3.65756 -0.20614
C -3.13653 -2.72520 -1.01881
C -2.24529 -1.57089 -1.69832
C -3.04385 -0.23952 -2.06207
C -3.58300 0.56980 -0.77734
C -2.37306 1.27711 -0.00495
O -1.00509 1.03665 -0.51222
C -0.01362 1.89315 0.02190
O 1.21992 1.81213 -0.01781
C -0.91918 3.01481 0.77273
C -1.11834 2.79231 2.37461
C 0.29119 2.55152 3.14361
C 0.24898 1.03939 3.73503
I 1.85631 0.66660 5.18100
P 0.02994 4.64816 0.75077
O -0.60530 5.74680 1.65610
C -2.35520 2.90702 0.10029
O -3.50928 3.23528 0.91852
C -2.56936 3.32280 -1.42716
C -2.25505 4.85926 -1.77041
C -1.07907 4.87756 -2.86007
C -0.88938 6.28172 -3.61244
H 1.26369 -8.30686 3.23915
H -0.45078 -7.87884 3.87443
H -0.04404 -9.59283 3.19101
H 0.58307 -7.23350 1.27169
H -0.32030 -8.78344 0.87066
H -1.64563 -6.45051 2.57508
H -2.54530 -7.76027 1.58750
H -0.54577 -5.64698 0.31287
H -1.64786 -6.79768 -0.63920
H -3.09640 -4.89778 1.39380
H -3.60692 -5.31909 -0.35858
H -1.68351 -3.09101 0.71270
H -1.18965 -3.89402 -0.90446
H -3.60025 -3.37531 -1.82795
H -3.90486 -2.34657 -0.27260
H -1.77867 -1.94966 -2.68095
H -1.35597 -1.40297 -0.99515
H -3.93493 -0.49534 -2.72811
H -2.37572 0.49744 -2.64238
H -4.45995 1.25790 -1.02279
H -4.01528 -0.23041 -0.07079
H -2.33483 0.69279 0.97568
H -1.76666 1.89161 2.61593
H -1.66677 3.70368 2.80895
H 1.19237 2.57757 2.45121
H 0.32950 3.33840 3.97172
H -0.75137 0.90211 4.26204
H 0.34283 0.35634 2.81386
H 1.33549 4.38991 1.30746
H 0.21552 5.21485 -0.54661
H -4.32305 2.88357 0.50746
H -3.68938 3.16728 -1.64731
H -2.01441 2.68329 -2.18354
H -3.18106 5.28951 -2.30526
H -2.07835 5.52875 -0.86919
H -0.07096 4.51395 -2.47692
H -1.39415 4.12121 -3.67184
H -1.25898 7.18609 -3.02850
H 0.21570 6.38975 -3.91366
H -1.46751 6.20234 -4.60454
Cl 2.17105 6.24320 -5.53954
C 3.48907 6.98560 -4.59684
C 3.78593 6.22006 -3.32281
Cl 2.46223 6.34422 -2.13785
H 3.21363 8.02043 -4.38825
H 4.37169 6.99134 -5.23930
H 4.67785 6.62947 -2.84537
H 3.96239 5.16231 -3.52373
Cl 3.70614 -1.77028 0.79976
C 3.42225 -1.48756 -0.93649
C 1.94636 -1.43163 -1.27086
Cl 1.15344 -3.01723 -1.08715
H 3.93132 -2.27430 -1.49543
H 3.89460 -0.53473 -1.18333
H 1.81349 -1.12955 -2.31121
H 1.42025 -0.71431 -0.63884
Cl 6.69817 -4.97519 4.84673
C 6.53823 -3.96997 3.38422
C 5.72407 -2.71743 3.63597
Cl 4.00826 -3.08063 3.94208
H 6.09588 -4.58417 2.59852
H 7.54967 -3.69851 3.07553
H 5.75949 -2.07099 2.75724
H 6.10837 -2.15469 4.48809

100
Properties=species:S:1:pos:R:3 method="wB97M-V/def2-TZVPD" smiles="CCCO[C@@]1(COCOCCO)[C@H](c2cccnc2)C(=O)N[C@@]1(CCCCOC)P(O)Cl.COP(=O)(OC)OC.COP(=O)(OC)OC" e_lumo_ha=-0.117 energy_ha=-3782.14580 e_homo_ev=-8.31 charge=0 homo_lumo_gap_ev=5.1267
C 0.25662 0.98211 3.43975
C -1.17947 0.71824 4.01730
C -1.92340 -0.52054 3.42241
O -2.86563 -0.06896 2.42535
C -2.52003 -0.40925 1.07927
C -1.06757 -0.23289 0.59474
O -0.85706 -0.85504 -0.68616
C 0.53764 -0.98814 -0.92275
O 0.84233 -0.81208 -2.29110
C 1.57611 0.38784 -2.52379
C 0.78734 1.70675 -2.20422
O 0.47314 2.49979 -3.36144
C -3.21830 -1.78288 0.68119
C -2.43923 -3.09614 0.95360
C -2.41058 -3.65603 2.26670
C -1.68024 -4.88617 2.32161
C -1.08663 -5.40418 1.15572
N -1.04758 -4.89806 -0.09412
C -1.74891 -3.74671 -0.09716
C -3.84424 -1.59635 -0.76043
O -4.32816 -2.41116 -1.47678
N -3.63905 -0.22467 -0.99041
C -3.50245 0.53690 0.25136
C -3.07897 2.01559 -0.01615
C -2.67880 2.82372 1.26346
C -3.18069 4.32169 1.23252
C -3.12819 4.82307 2.70137
O -3.95891 5.97475 2.91249
C -3.85785 6.42918 4.26013
P -5.31136 0.53261 0.89739
O -5.54803 1.95259 1.76010
Cl -6.62240 0.68018 -0.75224
H 0.20256 1.58970 2.50318
H 0.74631 0.02867 3.15455
H 0.85893 1.59347 4.14565
H -1.10204 0.69158 5.12790
H -1.78197 1.62937 3.79058
H -2.54288 -0.94221 4.25342
H -1.26001 -1.34226 3.08816
H -0.74869 0.83138 0.47638
H -0.31280 -0.69262 1.28004
H 0.92985 -1.99400 -0.63091
H 1.05869 -0.19979 -0.32701
H 2.56191 0.42829 -2.00756
H 1.78688 0.41284 -3.61926
H -0.16676 1.52231 -1.65526
H 1.44018 2.32253 -1.54052
H 0.66130 3.41180 -3.10305
H -4.01369 -1.84175 1.46328
H -2.91056 -3.24702 3.15609
H -1.58319 -5.42977 3.27515
H -0.56640 -6.38001 1.26784
H -1.78596 -3.23646 -1.08231
H -4.10245 0.20971 -1.78381
H -2.19517 2.00821 -0.70105
H -3.90789 2.57397 -0.50905
H -3.12797 2.39307 2.18453
H -1.57228 2.76165 1.40393
H -4.26376 4.25348 0.97427
H -2.60163 4.94841 0.52861
H -2.08620 5.06395 3.04237
H -3.49316 4.04240 3.42041
H -4.85241 6.43642 4.76781
H -3.43859 7.46342 4.29243
H -3.19410 5.79272 4.88671
H -6.48817 2.19923 1.76483
C 4.29600 5.43797 0.60832
O 4.11065 4.01344 0.58608
P 5.31241 3.10975 -0.23241
O 4.44519 1.86843 -0.15201
O 6.30826 3.24429 1.06275
C 5.82052 2.91406 2.35712
O 6.54584 2.32226 -1.07522
C 6.98330 1.06263 -0.58779
H 3.57291 5.86523 1.30181
H 5.30359 5.69966 0.93955
H 4.11655 5.84923 -0.38641
H 4.95230 2.25535 2.31532
H 5.55655 3.83066 2.89024
H 6.62007 2.41692 2.90545
H 6.18821 0.32122 -0.64647
H 7.35297 1.14368 0.43506
H 7.80481 0.73732 -1.22696
C 1.57190 -2.77653 -4.21615
O 0.87883 -3.87799 -4.83147
P 1.85482 -5.09748 -5.50157
O 0.72193 -5.78637 -6.21228
O 2.14368 -5.73418 -4.02048
C 1.04308 -6.10792 -3.19716
O 3.12047 -5.99122 -6.15318
C 2.99624 -7.40350 -6.15017
H 0.84543 -2.17047 -3.67811
H 2.33043 -3.13074 -3.51310
H 2.04158 -2.16425 -4.98963
H 0.13392 -6.27619 -3.77497
H 0.86219 -5.32693 -2.45524
H 1.30644 -7.02529 -2.67117
H 2.16695 -7.72621 -6.77834
H 2.87493 -7.78469 -5.13531
H 3.91975 -7.81063 -6.56412

84
Properties=species:S:1:pos:R:3 method="wB97M-V/def2-TZVPD" s2=8.774 multiplicity=6 e_lumo_ha="-0.146 / -0.131" energy_ha=-2765.18303 e_homo_ev="-9.33 / -9.33" charge=+1 homo_lumo_gap_ev="5.3562 / 5.7747"
Sm -0.55839 1.21032 2.91980
C 1.14297 0.78127 4.78894
C 1.98686 1.13996 3.70205
C 0.52666 2.91210 4.07664
C 0.20926 1.85647 5.01454
C 1.62536 2.43970 3.25518
C 1.14590 -0.56400 5.43640
H 1.84602 -1.20349 4.89813
H 0.15270 -1.05822 5.42631
H 1.50270 -0.50446 6.46840
C -1.14994 1.66579 5.58522
H -1.10650 0.86886 6.34039
H -1.95339 1.31822 4.88023
H -1.52241 2.59492 6.02668
C -0.53031 3.84118 3.60707
H -0.89287 4.40950 4.47222
H -1.46678 3.38810 3.15068
H -0.13242 4.49902 2.83473
C 2.22337 3.08436 2.04413
H 2.99758 3.84348 2.27514
H 1.48841 3.56360 1.38176
H 2.73617 2.33234 1.42501
C 3.05062 0.26998 3.10473
H 4.05917 0.55710 3.45509
H 3.03952 0.29128 2.00174
H 2.87882 -0.76686 3.41612
C 0.06477 -2.31241 0.14271
C 1.13587 -2.63099 0.87472
C 2.57380 -2.42587 0.55256
C 2.87403 -1.55658 -0.69645
C 2.39948 -0.13841 -0.53429
C 1.22681 0.43087 -0.85745
C -0.02458 -0.22801 -1.36148
C -0.02804 -1.77135 -1.25944
H 3.03349 -3.43057 0.47213
H 2.54583 -2.09059 -1.60034
H 3.07728 -1.93642 1.39983
H 0.71494 -2.19830 -1.94409
H -0.92094 -2.46300 0.60599
H 0.94702 -3.12091 1.83577
H -0.99247 -2.12414 -1.66246
H -0.92389 0.13878 -0.81931
H 1.14009 1.51675 -0.75363
H -0.22814 0.08630 -2.42303
H 3.97488 -1.49259 -0.77108
H 3.17012 0.53050 -0.12470
P -0.63623 -0.23158 -4.86284
P -0.41902 2.43398 -6.23686
C -0.70637 -0.28584 -6.73803
C -1.07160 1.06995 -7.31634
H -1.44584 -1.03841 -7.03747
H 0.27721 -0.60697 -7.10267
H -0.66915 1.20247 -8.32905
H -2.15847 1.20573 -7.33466
C -1.19233 3.80748 -7.21628
H -0.80549 4.77696 -6.85282
H -2.28108 3.77350 -7.03817
H -0.97624 3.67120 -8.29430
C 1.23815 2.51567 -7.05809
H 1.11400 2.46734 -8.15277
H 1.86276 1.67940 -6.71519
H 1.74068 3.45194 -6.77208
C -2.15584 -1.23171 -4.60412
H -2.25746 -1.49936 -3.54841
H -2.11770 -2.13743 -5.22029
H -3.02224 -0.62299 -4.89165
C 0.69911 -1.48847 -4.72130
H 1.61311 -1.05646 -5.14443
H 0.42081 -2.39665 -5.26478
H 0.88690 -1.72082 -3.66983
C -1.55481 -3.64256 3.50239
Si -2.33340 -1.96533 3.87534
C -4.05949 -1.96154 3.10183
C -2.49498 -1.80267 5.76016
O -1.45153 -0.73668 3.27650
H -2.31882 -4.43039 3.65336
H -0.70554 -3.86170 4.17080
H -1.19629 -3.70413 2.46027
H -4.66225 -2.81863 3.44409
H -4.59478 -1.02944 3.35828
H -3.98434 -2.00668 2.00185
H -1.53371 -1.86654 6.29113
H -2.97019 -0.84592 6.03399
H -3.13701 -2.62036 6.12917